The following is a quantum chemistry calculation of a structure of composition C19H18BrCl48FINO5S in a non-equilibrium geometry, from the Open Molecules 2025 dataset.

Values from the calculation:
Strongest force on any atom ... 0.0705 hartree/bohr
Highest occupied orbital energy ... -0.37157 Eh
Molecular weight ... 2299.972 g mol⁻¹
2S+1 ... 1
Gap between HOMO and LUMO ... 8.394 eV
Energy ... -26624.58975 Eh

Structure (XYZ):
```
95
Properties=species:S:1:pos:R:3:forces:R:3:lowdin_charge:R:1
O 3.8257 -0.1858 0.1713 0.4 -0.5 0.4 0.04
C 3.1937 0.5465 -0.4992 0.1 -0.2 0.1 -0.80
Br 4.0923 2.0804 -1.2609 -0.4 0.0 -0.1 0.72
C 1.7055 0.3008 -0.7253 0.6 0.6 -0.3 -0.27
N 1.4939 -0.7967 -1.6873 -1.5 0.9 0.5 -0.33
I 1.8428 -0.1899 -3.6626 0.8 -0.9 0.5 1.09
C 0.1683 -1.2327 -1.6695 0.7 -0.6 -1.3 -0.77
O -0.3459 -1.7974 -2.5786 -0.6 -0.4 0.1 0.02
O -0.6123 -0.9845 -0.5041 0.8 1.1 -0.8 -0.16
S -1.5732 0.2840 -0.5864 -1.8 -0.2 3.1 0.54
O -1.2884 1.1208 0.5202 1.2 0.5 0.1 -0.23
O -2.9002 -0.1779 -0.6158 -0.3 -0.4 -1.5 -0.19
F -1.1702 1.0744 -1.8359 0.3 -0.6 -0.7 -0.07
H 1.2129 1.2184 -1.0486 0.0 0.1 0.0 0.08
H 1.3200 0.0134 0.2482 0.0 -0.1 0.1 0.09
C -0.8423 -1.3203 2.8177 0.1 0.0 0.0 -1.50
Cl -1.4279 -2.7871 2.0305 -0.2 -0.1 0.0 0.55
Cl -1.4176 -1.2360 4.4782 0.0 0.0 0.0 0.54
Cl 0.9225 -1.2772 2.7465 -0.2 0.2 0.0 0.53
H -1.2252 -0.4620 2.2792 0.0 0.0 0.0 -0.02
C -4.3452 -5.5496 2.1811 0.0 -0.1 0.0 -1.54
Cl -4.3819 -6.8868 3.3308 0.0 0.0 0.0 0.53
Cl -3.0203 -5.7510 1.0316 0.2 -0.2 0.3 0.48
Cl -5.8918 -5.4099 1.3443 0.0 0.0 0.0 0.53
H -4.1749 -4.6340 2.7327 0.0 0.0 0.0 0.01
C 5.2655 -2.2829 2.3487 0.1 -0.1 0.1 -1.52
Cl 5.9440 -1.6017 3.8307 0.0 0.0 0.0 0.54
Cl 6.2369 -3.6413 1.7848 -0.1 0.1 0.0 0.51
Cl 3.5906 -2.7806 2.6054 0.2 0.0 0.0 0.48
H 5.2754 -1.5173 1.5871 -0.1 0.1 0.0 -0.01
C -1.4283 0.4563 7.8165 -0.1 0.0 0.1 -1.55
Cl -0.3391 0.1928 9.1807 0.0 0.0 0.0 0.52
Cl -2.4790 -0.9422 7.5799 -0.1 0.1 0.0 0.49
Cl -2.3793 1.9221 8.0503 0.1 -0.1 -0.1 0.51
H -0.8290 0.5807 6.9237 0.0 0.0 0.0 0.00
C -4.1496 2.7895 1.2822 -0.1 0.0 0.0 -1.55
Cl -4.5248 1.9330 2.7785 0.1 0.0 0.0 0.54
Cl -5.3253 2.3992 0.0253 0.0 0.0 0.0 0.54
Cl -4.0793 4.5307 1.5563 -0.2 -0.1 0.2 0.51
H -3.1752 2.4646 0.9456 0.0 0.0 0.0 -0.03
C -0.2954 -0.4485 -7.4886 0.0 0.2 0.1 -1.53
Cl -1.2774 0.7568 -8.3204 0.0 0.0 0.0 0.54
Cl 1.4224 -0.0509 -7.6129 0.1 0.0 0.0 0.49
Cl -0.7483 -0.5713 -5.7926 -0.4 -0.1 -0.2 0.47
H -0.4625 -1.4072 -7.9620 0.0 0.0 0.0 0.01
C -3.2264 -3.3740 -2.5244 -0.1 0.0 0.0 -1.54
Cl -4.3046 -3.9520 -1.2533 -0.1 0.3 -0.3 0.51
Cl -2.7906 -4.7072 -3.6015 0.1 0.0 0.0 0.54
Cl -3.9626 -2.0597 -3.4396 0.0 0.0 0.0 0.55
H -2.3207 -2.9993 -2.0662 0.0 0.0 0.0 -0.02
C -2.3715 7.3737 -0.5068 0.1 0.0 0.0 -1.55
Cl -1.6850 5.7646 -0.2953 0.3 0.1 -0.2 0.50
Cl -2.1613 8.3422 0.9495 0.1 -0.3 0.2 0.50
Cl -1.6533 8.1849 -1.9023 0.0 0.0 0.0 0.52
H -3.4327 7.2656 -0.6895 0.0 0.0 0.0 0.02
C 1.0124 -5.4342 0.2064 0.0 -0.1 0.0 -1.53
Cl 0.3231 -6.6042 -0.9198 -0.1 0.0 0.0 0.53
Cl 2.6304 -5.9151 0.7056 0.0 0.0 0.0 0.54
Cl 1.0396 -3.8225 -0.5189 0.1 -0.1 0.0 0.60
H 0.3811 -5.3963 1.0858 0.0 0.0 0.0 0.00
C 9.3116 -6.2139 2.4175 0.0 0.1 0.0 -1.55
Cl 10.5601 -5.5590 1.3570 0.0 0.0 0.0 0.52
Cl 8.8724 -5.0436 3.6607 0.1 -0.1 0.0 0.51
Cl 7.8935 -6.6993 1.4825 0.0 0.0 0.0 0.51
H 9.7097 -7.0926 2.9057 0.0 0.0 0.0 0.01
C 3.9029 1.6744 -10.2078 -0.2 0.0 0.1 -1.55
Cl 4.7605 1.4339 -8.6811 0.0 0.0 0.0 0.51
Cl 3.1193 0.1813 -10.7209 0.1 0.0 -0.1 0.52
Cl 2.7250 2.9786 -10.0574 0.0 0.0 0.0 0.52
H 4.6258 1.9553 -10.9611 0.0 0.0 0.0 0.01
C 0.4935 -4.3645 6.5744 0.0 0.1 0.0 -1.53
Cl 1.7249 -3.6596 5.5257 0.0 0.0 0.0 0.51
Cl 0.0229 -3.2296 7.8413 0.1 -0.1 -0.1 0.51
Cl -0.9125 -4.8698 5.6303 0.0 0.0 0.0 0.51
H 0.9141 -5.2422 7.0455 0.0 0.0 0.0 0.01
C -3.7195 5.9744 7.7698 0.0 -0.1 -0.1 -1.55
Cl -3.7533 4.6773 8.9662 -0.1 0.1 0.1 0.50
Cl -2.4396 5.6988 6.5875 0.0 0.0 0.0 0.52
Cl -5.2840 6.1295 6.9710 0.0 0.0 0.0 0.53
H -3.5098 6.9017 8.2847 0.0 0.0 0.0 0.01
C -3.7070 12.3367 0.9340 -0.1 0.0 -0.1 -1.55
Cl -4.6493 11.6580 2.2631 0.0 0.0 0.0 0.52
Cl -3.3139 11.0903 -0.2487 -0.1 0.3 -0.1 0.50
Cl -4.5701 13.6775 0.1776 0.0 0.0 0.0 0.52
H -2.7805 12.7194 1.3396 0.0 0.0 0.0 0.01
C 0.6062 -5.6093 -5.4003 0.1 0.0 -0.1 -1.56
Cl 0.1149 -6.8769 -6.5253 0.0 0.0 0.0 0.53
Cl 2.2173 -5.9293 -4.7587 0.0 0.0 0.0 0.53
Cl 0.5468 -4.0249 -6.1749 0.0 0.1 0.0 0.51
H -0.0890 -5.6021 -4.5733 -0.1 0.0 0.1 -0.03
C 1.5830 4.0127 -4.9734 -0.1 0.0 0.0 -1.52
Cl 2.6918 3.3205 -6.1600 0.0 0.0 0.0 0.51
Cl -0.0295 4.1983 -5.6598 0.0 0.0 0.0 0.54
Cl 1.5310 2.9988 -3.5237 -0.1 0.9 -0.2 0.41
H 1.9496 4.9912 -4.6944 0.0 0.0 0.0 0.02
```
Positions in Å, forces in eV/Å.

---

The following is a quantum chemistry calculation of a structure of composition C19H18BrN4O2SeTl in a non-equilibrium geometry, from the Open Molecules 2025 dataset.

Values from the calculation:
Strongest force on any atom ... 0.0371 hartree/bohr
Highest occupied orbital energy ... -0.26619 Eh
Molecular weight ... 697.626 g mol⁻¹
2S+1 ... 1
Gap between HOMO and LUMO ... 6.665 eV
Energy ... -6252.23117 Eh

Structure (XYZ):
```
46
Properties=species:S:1:pos:R:3:forces:R:3:lowdin_charge:R:1
Tl -0.6868 -2.0366 -0.3577 0.1 0.1 -0.4 0.60
O -1.1419 0.1505 1.4031 -0.3 0.1 -0.3 -0.02
C -0.5162 0.2848 2.5909 0.3 1.3 0.6 -0.26
C -0.2008 -0.7083 3.4963 -0.1 -0.2 -0.1 -0.02
C 0.3795 -0.3078 4.6862 -0.1 -0.1 -0.2 -0.06
C 0.6528 1.0336 4.9527 0.1 0.2 0.1 -0.07
C 0.3619 2.0230 4.0404 -0.1 0.0 -0.2 -0.01
C -0.2437 1.6439 2.8438 -0.1 -0.8 0.1 -0.15
C -0.7504 2.3355 1.7226 0.0 -0.4 0.0 0.08
N -1.2951 1.4760 0.8895 0.8 -0.3 1.7 -0.06
N -1.9148 1.7557 -0.1813 -0.7 0.7 -1.5 0.15
C -2.5162 0.8494 -0.9734 0.4 -0.4 0.6 -0.46
O -2.5740 -0.3691 -0.7537 -0.1 -0.1 -0.2 -0.17
C -3.0907 1.4651 -2.1825 -0.1 0.0 -0.4 -0.15
C -3.2940 0.6495 -3.2909 0.0 0.0 0.2 -0.02
C -3.7275 1.1987 -4.4815 -0.1 0.1 0.0 -0.07
C -3.9752 2.5604 -4.5641 -0.1 0.1 -0.1 -0.08
C -3.8011 3.3731 -3.4518 0.0 0.0 -0.1 -0.08
C -3.3536 2.8305 -2.2635 0.1 -0.2 0.0 -0.03
H -0.4077 -1.7426 3.2778 0.0 -0.1 0.0 0.11
H 0.6239 -1.0495 5.4300 0.0 -0.1 0.0 0.11
H 1.1030 1.2970 5.8976 0.1 0.0 0.1 0.11
H 0.5727 3.0626 4.2346 0.1 0.1 0.1 0.12
H -0.7591 3.3807 1.4926 -0.1 0.1 -0.2 0.15
H -3.0793 -0.4040 -3.2084 0.1 -0.1 0.0 0.11
H -3.8617 0.5618 -5.3428 0.0 0.0 -0.1 0.10
H -4.3034 2.9960 -5.4977 0.0 0.0 -0.1 0.10
H -4.0029 4.4339 -3.5125 0.0 0.0 0.0 0.10
H -3.1928 3.4525 -1.3986 0.0 0.1 0.1 0.10
C 3.8938 -0.5541 -1.8240 0.0 0.6 -0.2 -0.07
N 3.4053 -1.6583 -1.0485 -0.2 -0.5 0.4 -0.14
C 3.3728 -2.9617 -1.4542 -0.1 -0.8 0.0 -0.06
C 2.8808 -3.7010 -0.4340 0.2 -0.3 -0.5 -0.06
N 2.6019 -2.8412 0.5976 0.3 0.2 -0.6 -0.16
C 2.1919 -3.2311 1.9179 -0.2 0.0 0.4 -0.06
C 2.9002 -1.5797 0.1968 -0.1 0.4 0.5 -0.80
Se 2.6202 -0.0805 1.1859 0.0 0.6 0.3 0.64
H 4.4449 -0.9409 -2.6763 0.0 -0.1 0.0 0.09
H 4.5437 0.0602 -1.2011 0.0 0.0 0.0 0.08
H 3.0583 0.0495 -2.1832 0.1 0.0 0.1 0.03
H 3.6836 -3.2661 -2.4313 0.1 0.0 -0.2 0.12
H 2.7024 -4.7537 -0.3484 0.0 -0.2 -0.1 0.12
H 2.6072 -4.2116 2.1482 0.0 0.0 -0.1 0.10
H 1.1023 -3.2790 2.0013 0.1 0.0 0.0 0.05
H 2.5659 -2.4962 2.6313 0.0 0.0 -0.1 0.06
Br 0.4198 -0.7509 -2.5754 -0.2 -0.1 0.1 -0.16
```
Positions in Å, forces in eV/Å.